No. 1
Below is one molecule with the formula C4H9NO, with properties calculated with ωB97M-V/def2-TZVPD.

As for the SMILES: CCO/C=N/C. The spin multiplicity is 1. The charge is 0. For the LUMO energy, the calculation gives 0.0354 Ha. The calculation puts the gap between HOMO and LUMO at 0.346 Ha.

```
15
Properties=species:S:1:pos:R:3:nbo_charge:R:1
C -2.49511 -0.39894 -0.03278 -0.62
C -0.99966 -0.21825 0.03255 -0.07
O -0.70088 1.13438 0.36128 -0.52
C 0.65150 1.36892 0.39072 0.45
N 1.48815 0.51446 0.12434 -0.54
C 2.53930 -0.33443 -0.24778 -0.40
H -2.95798 -0.22342 0.94152 0.21
H -2.93530 0.28501 -0.76297 0.21
H -2.70953 -1.42651 -0.34196 0.21
H -0.54702 -0.87571 0.78536 0.17
H -0.52983 -0.47682 -0.92380 0.18
H 0.80709 2.41438 0.69646 0.14
H 2.52185 -0.43488 -1.33910 0.21
H 2.37760 -1.34071 0.16086 0.20
H 3.54310 0.00420 0.04700 0.18
```


No. 2
Below is a 3-piece molecular cluster, C4H9NO overall, with properties calculated with ωB97M-V/def2-TZVPD.

The spin multiplicity is 1. The charge is 0. For the LUMO energy (spin up / spin down), the calculation gives -0.0224 / -0.0092 Ha. The calculation puts the gap between HOMO and LUMO (spin up / spin down) at 0.239 / 0.269 Ha.

```
15
Properties=species:S:1:pos:R:3:nbo_charge:R:1
C -1.69800 -0.12515 0.59454 -0.85
C -1.68416 -0.81169 -0.63036 0.74
O -2.16507 -1.36529 -1.53154 -0.40
H 0.06241 -0.51319 -0.92609 0.10
H -1.92109 -0.79478 1.42431 0.29
H -0.58481 0.40748 0.74984 0.30
H -2.39365 0.71342 0.58097 0.29
C 0.88464 1.23666 0.72541 -0.88
C 1.08117 -0.82288 -0.51013 0.00
N 2.14093 -0.83116 -1.20252 -0.66
H 2.09328 -0.23108 -2.02510 0.33
H 1.00559 -1.45961 0.37089 0.16
H 1.91047 0.98579 0.96951 0.21
H 0.84465 1.86449 -0.16261 0.18
H 0.42361 1.74698 1.57288 0.18
```


No. 3
Below is a 2-piece molecular cluster, C4H9NO overall, with properties calculated with ωB97M-V/def2-TZVPD.

As for the SMILES: C=NC.CC=O. The spin multiplicity is 1. The charge is 0. For the LUMO energy, the calculation gives 0.0270 Ha. The calculation puts the gap between HOMO and LUMO at 0.386 Ha.

```
15
Properties=species:S:1:pos:R:3:nbo_charge:R:1
C 0.11545 -1.77335 -1.39227 -0.47
C -0.55644 -1.19981 0.73191 -0.06
N -0.91785 -1.26918 -0.48030 -0.40
H 1.04291 -1.21694 -1.25935 0.20
H -0.30915 -1.75463 -2.39314 0.21
H 0.50987 -2.79733 -1.32206 0.20
H -0.99394 -0.55054 1.48839 0.18
H 0.24234 -1.90327 1.05407 0.14
O 1.61296 2.37363 -0.20845 -0.52
C 0.94376 1.67213 0.50787 0.43
C -0.54431 1.87268 0.56291 -0.73
H 1.39453 0.75813 0.92901 0.11
H -0.73334 2.89633 0.25671 0.24
H -0.83228 1.76276 1.62390 0.21
H -0.97452 1.12939 -0.09920 0.26
```


No. 4
Below is a 2-piece molecular cluster, C4H9NO overall, with properties calculated with ωB97M-V/def2-TZVPD.

As for the SMILES: [H]/N=C/O.C=CC. The spin multiplicity is 1. The charge is 0. For the LUMO energy, the calculation gives 0.0398 Ha. The calculation puts the gap between HOMO and LUMO at 0.389 Ha.

```
15
Properties=species:S:1:pos:R:3:nbo_charge:R:1
C -0.31944 -1.12703 1.37539 -0.67
C 1.00234 -0.46786 1.12578 -0.22
C 1.16233 0.80924 0.77661 -0.38
N -1.20203 1.08794 -1.04777 -0.74
C -0.75113 0.49755 -2.07518 0.42
O 0.45049 -0.11150 -2.02008 -0.72
H -0.30739 -2.12947 0.94992 0.21
H -0.51753 -1.23097 2.44172 0.22
H -1.16343 -0.58244 0.95018 0.24
H 0.69602 -0.29239 -1.00658 0.52
H 1.89989 -1.02270 1.40722 0.20
H 2.14271 1.21444 0.57590 0.20
H 0.36255 1.53489 0.78761 0.23
H -2.13747 1.42877 -1.21527 0.34
H -1.31793 0.39152 -3.02546 0.15
```


No. 5
Below is one molecule with the formula C4H9NO, with properties calculated with ωB97M-V/def2-TZVPD.

As for the SMILES: OCC1CNC1. The spin multiplicity is 1. The charge is 0. For the LUMO energy, the calculation gives 0.0300 Ha. The calculation puts the gap between HOMO and LUMO at 0.352 Ha.

```
15
Properties=species:S:1:pos:R:3:nbo_charge:R:1
C -0.99382 -0.32878 1.05274 -0.06
C 0.42693 -0.25647 0.40697 -0.28
C 0.44427 -0.48096 -1.13392 -0.22
C 0.78737 1.18658 0.04935 -0.21
H -1.99656 -2.13969 0.79243 0.47
H -1.01548 0.39009 1.89482 0.17
H -1.73230 0.18265 0.35695 0.17
H 1.09257 -0.87798 0.97359 0.22
H -0.45666 -0.97460 -1.51937 0.19
H 1.42143 -0.88486 -1.60049 0.19
H 0.87811 1.44800 -2.11035 0.36
H 0.30166 2.01033 0.65241 0.19
H 1.90026 1.27266 -0.04264 0.18
N 0.33697 1.05019 -1.31793 -0.65
O -1.39475 -1.59717 1.54543 -0.72
```


No. 6
Below is one molecule with the formula C4H9NO, with properties calculated with ωB97M-V/def2-TZVPD.

As for the SMILES: CCCNC=O. The spin multiplicity is 1. The charge is 0. For the LUMO energy, the calculation gives 0.0351 Ha. The calculation puts the gap between HOMO and LUMO at 0.365 Ha.

```
15
Properties=species:S:1:pos:R:3:nbo_charge:R:1
C 1.33475 -0.05607 1.40370 -0.61
C 1.13308 0.15551 -0.09461 -0.41
C -0.20958 0.80496 -0.43800 -0.23
N -1.37425 -0.00301 -0.02899 -0.62
C -1.92399 -0.85654 -0.94961 0.34
O -1.41610 -0.90927 -2.10082 -0.68
H 2.31248 -0.50097 1.61473 0.22
H 1.27643 0.89376 1.95034 0.20
H 0.57320 -0.73022 1.81291 0.20
H 1.19714 -0.80163 -0.62515 0.21
H 1.93575 0.79251 -0.49180 0.21
H -0.28789 0.94294 -1.51943 0.24
H -0.28722 1.79266 0.03607 0.19
H -1.70693 0.08839 0.91823 0.40
H -2.55685 -1.61302 -1.48756 0.34
```


No. 7
Below is one molecule with the formula C4H9NO, with properties calculated with ωB97M-V/def2-TZVPD.

As for the SMILES: NCCCC=O. The spin multiplicity is 1. The charge is 0. For the LUMO energy, the calculation gives 0.0354 Ha. The calculation puts the gap between HOMO and LUMO at 0.373 Ha.

```
15
Properties=species:S:1:pos:R:3:nbo_charge:R:1
O 1.89690 -1.33596 -2.07376 -0.51
C 1.34300 -0.42326 -1.53815 0.45
C 0.31253 -0.64263 -0.44364 -0.52
C -0.29988 0.63076 0.12271 -0.43
C -1.46030 0.31934 1.08473 -0.20
N -1.51639 1.20420 2.26478 -0.86
H 1.62721 0.64375 -1.70409 0.10
H 0.82152 -1.17262 0.36635 0.23
H -0.48443 -1.31242 -0.77995 0.23
H 0.37185 1.23055 0.74106 0.21
H -0.62459 1.36736 -0.61346 0.20
H -1.26396 -0.60858 1.62350 0.19
H -2.39521 0.15604 0.55548 0.19
H -1.38316 2.19832 2.33117 0.37
H -0.91168 0.84097 2.98530 0.35
```


No. 8
Below is one molecule with the formula C4H9NO, with properties calculated with ωB97M-V/def2-TZVPD.

As for the SMILES: CC(C)C(N)=O. The spin multiplicity is 1. The charge is 0. For the LUMO energy, the calculation gives 0.0327 Ha. The calculation puts the gap between HOMO and LUMO at 0.391 Ha.

```
15
Properties=species:S:1:pos:R:3:nbo_charge:R:1
C -0.43348 1.34673 -0.62637 -0.60
C 0.11127 -0.05780 -0.31558 -0.32
C 1.53046 -0.25902 -0.83348 -0.60
C 0.08461 -0.30963 1.19305 0.68
O 1.08999 -0.37722 1.87575 -0.61
N -1.16645 -0.40633 1.73923 -0.83
H 0.05570 2.10678 -0.00752 0.22
H -1.51009 1.41822 -0.44367 0.21
H -0.26166 1.60584 -1.67736 0.21
H -0.55201 -0.79171 -0.80007 0.20
H 1.88846 -1.26454 -0.60167 0.22
H 1.57065 -0.12580 -1.91959 0.20
H 2.22158 0.44326 -0.35916 0.22
H -1.98660 -0.54737 1.16907 0.39
H -1.21318 -0.67987 2.70900 0.40
```


No. 9
Below is one molecule with the formula C4H9NO, with properties calculated with ωB97M-V/def2-TZVPD.

As for the SMILES: CCNC(C)=O. The spin multiplicity is 1. The charge is 0. For the LUMO energy, the calculation gives 0.0344 Ha. The calculation puts the gap between HOMO and LUMO at 0.387 Ha.

```
15
Properties=species:S:1:pos:R:3:nbo_charge:R:1
C 1.78659 0.27737 1.19574 -0.62
C 0.99138 1.03682 0.13687 -0.23
N 0.12845 0.16240 -0.63991 -0.62
C -1.18005 0.00393 -0.28425 0.67
O -1.71808 0.71221 0.55276 -0.63
C -1.95672 -1.11772 -0.94234 -0.71
H 2.40812 0.96351 1.78110 0.21
H 2.44595 -0.47076 0.74014 0.20
H 1.10596 -0.23741 1.88189 0.22
H 0.32544 1.75908 0.61360 0.24
H 1.65805 1.58515 -0.53776 0.19
H 0.55055 -0.49042 -1.28254 0.39
H -1.41956 -1.69555 -1.70016 0.21
H -2.86631 -0.69815 -1.37946 0.24
H -2.25977 -1.79046 -0.13568 0.24
```


No. 10
Below is one molecule with the formula C4H9NO, with properties calculated with ωB97M-V/def2-TZVPD.

The spin multiplicity is 1. The charge is 0. For the LUMO energy, the calculation gives 0.0348 Ha. The calculation puts the gap between HOMO and LUMO at 0.319 Ha.

```
15
Properties=species:S:1:pos:R:3:nbo_charge:R:1
C 2.17612 0.53368 -0.08955 -0.24
O 0.77154 0.51217 -0.05911 -0.55
C 0.24498 -0.78221 0.10224 -0.08
C -1.26855 -0.69576 0.23166 -0.15
C -1.96396 0.32599 1.02340 -0.35
N -1.83190 0.25948 -0.73717 -0.69
H 2.57358 -0.06562 -0.92289 0.17
H 2.60210 0.15174 0.85003 0.17
H 2.48266 1.57371 -0.22104 0.20
H 0.63723 -1.25127 1.01937 0.18
H 0.53492 -1.41786 -0.75146 0.17
H -1.71677 -1.68883 0.13303 0.19
H -1.22934 1.11974 1.23077 0.14
H -2.81373 0.45491 -0.73363 0.44
H -1.19889 0.97011 -1.07565 0.41
```


No. 11
Below is a 2-piece molecular cluster, C4H9NO overall, with properties calculated with ωB97M-V/def2-TZVPD.

As for the SMILES: C/C=C\N.C=O. The spin multiplicity is 1. The charge is 0. For the LUMO energy, the calculation gives 0.0369 Ha. The calculation puts the gap between HOMO and LUMO at 0.341 Ha.

```
15
Properties=species:S:1:pos:R:3:nbo_charge:R:1
C -0.83445 0.23827 -0.50540 -0.26
C -0.25544 -0.98542 -0.53993 0.01
C 1.58657 0.59633 -0.56979 0.24
C -1.24496 0.96830 0.73105 -0.65
N 0.05086 -1.72776 0.58057 -0.81
O 1.86639 0.40725 0.60375 -0.62
H -1.11543 0.69127 -1.44539 0.21
H -0.17367 -1.51307 -1.48285 0.20
H 0.68174 -2.49736 0.41637 0.38
H 0.34776 -1.16934 1.37070 0.40
H 1.95608 -0.05179 -1.38214 0.11
H 1.22896 1.57195 -0.93028 0.12
H -2.30722 1.20774 0.67023 0.22
H -1.09649 0.36591 1.62446 0.21
H -0.69071 1.89771 0.85865 0.22
```


No. 12
Below is one molecule with the formula C4H9NO, with properties calculated with ωB97M-V/def2-TZVPD.

As for the SMILES: CCCNC=O. The spin multiplicity is 1. The charge is 0. For the LUMO energy, the calculation gives 0.0330 Ha. The calculation puts the gap between HOMO and LUMO at 0.392 Ha.

```
15
Properties=species:S:1:pos:R:3:nbo_charge:R:1
C 0.52224 0.42808 2.41996 0.52
N 0.62555 -0.10528 1.18851 -0.61
C 0.47769 0.66474 -0.03936 -0.23
C -0.72090 0.21490 -0.84226 -0.42
C -0.42392 -0.94520 -1.77283 -0.61
O 0.59695 1.61118 2.68554 -0.62
H 0.38040 -0.31025 3.22767 0.11
H 0.38452 -1.08934 1.14008 0.38
H 0.48504 1.71650 0.21956 0.24
H 1.38814 0.53221 -0.63232 0.19
H -1.55026 0.01364 -0.15486 0.21
H -1.14540 1.04527 -1.40451 0.21
H -1.32272 -1.27861 -2.30096 0.22
H -0.02705 -1.80930 -1.22207 0.19
H 0.32973 -0.68854 -2.51215 0.21
```


Energy relative to the best compared isomer or geometry (same formula, charge and spin) list, top to bottom, in kJ/mol: 233.3 665.7 286.7 205.5 292.9 276.9 174.9 3.5 20.5 485.3 234.5 60.1
Maximum force list, top to bottom, in eV Å⁻¹: 0.46 1.47 1.76 2.89 4.72 3.83 1.50 0.36 0.30 0.61 1.54 0.99